--- i ---
16
Properties=species:S:1:pos:R:3 method="wB97M-V/def2-TZVPD" gap_ev=9.41 lumo_ev=0.74 e_homo_ev=-8.7
C 1.05832 -0.83333 -0.98297
C -0.07338 0.21540 -0.54663
C -0.32006 0.56434 2.15152
C -0.15006 1.81120 1.22558
H -0.52170 -2.62807 -2.98778
H -1.00033 -2.00351 -1.61737
H 2.12703 -0.92426 -0.47551
H -0.63342 0.56742 -1.35643
H 0.74565 0.42350 2.60480
H -1.00833 0.94823 3.10959
H -1.11536 2.13063 0.77875
H 0.55396 2.55255 1.57716
N -0.37054 -1.66755 -2.49054
N 0.90426 -1.72979 -1.83917
O 0.57366 1.27764 0.03610
S -0.76968 -0.70440 0.81290

***

--- ii ---
16
Properties=species:S:1:pos:R:3 method="wB97M-V/def2-TZVPD" gap_ev=9.82 smiles="[H]/N=C1/NOC[C@@H](C)S1" lumo_ev=0.78 e_homo_ev=-9.0
C -2.69413 -0.56335 -0.11025
C -1.32979 -0.08767 0.45401
C -1.00875 1.34694 -0.14754
C 1.46931 -0.26439 -0.02287
H -2.63363 -0.62812 -1.21359
H -3.54678 0.17412 0.08798
H -2.97988 -1.57161 0.22431
H -1.30515 -0.20905 1.52804
H -0.97043 1.14314 -1.23341
H -1.71102 2.10840 0.19513
H 2.16303 1.60499 -0.22365
H 2.71780 -1.70469 0.22314
N 1.26783 1.09636 -0.32871
N 2.67455 -0.69591 0.12204
O 0.26112 1.82385 0.27319
S -0.00247 -1.30627 -0.08543

***

Referenced to the most stable arrangement, the calculated values in kcal/mol are i 40.0; ii 0.0.

***

--- i ---
16
Properties=species:S:1:pos:R:3 method="wB97M-V/def2-TZVPD" gap_ev="7.47 / 7.26" lumo_ev="0.17 / 0.06" e_homo_ev="-7.3 / -7.2"
C -1.06001 -2.22851 1.00723
C 0.72154 1.43243 -0.42224
C -0.23739 -2.97160 0.07863
C 0.08702 2.75921 -0.10138
N -1.82467 -1.63811 1.61254
N 1.57234 0.96300 0.47004
O 2.45574 -0.85502 -1.05508
S 2.50346 -0.38355 0.34700
H 0.45939 0.98119 -1.39304
H 0.16896 -2.35633 -0.69538
H -1.02472 -3.69883 -0.35778
H 0.55966 -3.37463 0.70040
H 0.11309 3.10062 -1.20082
H 0.88760 3.35993 0.46290
H -0.92177 2.76147 0.39314
H 1.72055 1.39677 1.31780

***

--- ii ---
16
Properties=species:S:1:pos:R:3 method="wB97M-V/def2-TZVPD" gap_ev=8.72 smiles="[H]/N=C/NC(=S)OCC" lumo_ev=0.43 e_homo_ev=-8.3
C 0.94279 0.01325 2.83179
C 0.03075 -0.34529 1.61523
C 0.20565 0.41447 -0.60239
C -1.15879 -1.63845 -0.86927
H 1.83865 0.44989 2.31404
H 1.21543 -1.03038 3.37880
H 0.44179 0.69058 3.71439
H -0.92008 -0.62105 1.95144
H 0.41885 -1.36209 1.13921
H 0.10177 -0.76179 -2.19416
H -0.99907 -2.47823 -1.51365
H -2.58361 -2.15518 0.21010
N -0.10045 -0.77835 -1.15257
N -1.90144 -1.45096 0.11103
O -0.00852 0.75065 0.64686
S 0.90283 1.63777 -1.54603

***

--- iii ---
16
Properties=species:S:1:pos:R:3 method="wB97M-V/def2-TZVPD" gap_ev=8.45 lumo_ev=0.61 e_homo_ev=-7.8
C 1.93426 -1.01229 1.50269
C 0.37565 -1.17811 -0.28893
C -0.49453 -0.75374 -1.24569
C -1.38449 1.58807 -0.73058
H 2.61912 -1.57205 0.90869
H 1.57541 -1.56907 2.37809
H 2.47023 -0.08444 1.90686
H 0.63076 -2.23612 -0.23938
H -0.83578 -1.41916 -2.05142
H -1.14497 0.75964 -2.49893
H -1.62833 2.24719 1.10714
H -0.69920 0.74614 0.98379
N -0.97322 0.54705 -1.50908
N -1.32707 1.42985 0.59436
O 0.87483 -0.43469 0.71991
S -1.99268 2.94172 -1.53752

***

--- iv ---
16
Properties=species:S:1:pos:R:3 method="wB97M-V/def2-TZVPD" gap_ev=9.88 smiles="C/N=C(/CC=O)NS" lumo_ev=0.61 e_homo_ev=-9.3
C 1.94984 1.20661 -0.47992
C -0.11832 0.20839 0.16764
C -1.51089 0.32226 0.78049
C -2.64721 -0.36310 0.04315
H 2.09372 2.25365 -0.78103
H 2.75209 1.00888 0.25421
H 2.12525 0.55974 -1.35366
H -1.49734 -0.11340 1.80053
H -1.58468 1.40186 1.00596
H -3.64630 0.08058 0.20751
H -0.48145 -1.64904 -0.48190
H 2.52588 -1.90802 -0.66393
N 0.60845 1.23634 0.12991
N 0.28345 -1.07277 -0.26619
O -2.48462 -1.30961 -0.72341
S 1.63214 -1.86235 0.36066

***

Referenced to the most stable arrangement, the calculated values in kcal/mol are i 51.8; ii 25.7; iii 0.0; iv 13.7.